Entry 1:
# C4H14NO2

A cluster of 3 separate species, C4H14NO2 in total (wB97M-V/def2-TZVPD, the Open Molecules 2025 dataset).

```
21
Properties=species:S:1:pos:R:3
C -2.724 -0.665 -0.086
C -1.802 -0.441 1.124
C -0.796 0.639 0.850
C -0.759 1.875 1.309
N 0.169 0.201 -0.182
H -3.573 0.006 0.017
H -2.307 -0.343 -1.047
H -3.099 -1.685 -0.178
H -2.423 -0.177 1.975
H -1.259 -1.329 1.467
H -1.476 2.066 2.090
H -0.106 2.632 0.912
H 0.948 -0.396 0.136
H 0.672 0.963 -0.652
H -0.320 -0.324 -0.910
H 3.653 0.056 0.602
H 3.871 0.652 -0.784
O 3.191 0.270 -0.215
H 2.176 -0.833 -2.195
H 1.545 -2.275 -2.219
O 1.395 -1.354 -1.997
```

Output
- E_tot (eV) = -9953.579
- charge = +1
- gap between HOMO and LUMO (hartree) = 0.41656
- spin multiplicity = 1

=====

Entry 2:
# C4H14NO2

A cluster of 2 separate species, C4H14NO2 in total in a non-equilibrium geometry (wB97M-V/def2-TZVPD, the Open Molecules 2025 dataset).

```
21
Properties=species:S:1:pos:R:3
C -0.232 1.159 -1.070
C 0.790 0.153 -0.380
C 0.458 -1.326 -0.789
C -0.927 -1.928 -0.310
O 1.511 -2.272 -0.485
N 0.746 0.146 1.188
H -0.038 1.174 -2.095
H -1.046 0.466 -1.012
H -0.235 2.109 -0.564
H 1.756 0.352 -0.592
H 0.274 -1.217 -2.013
H -1.618 -1.046 -0.336
H -1.554 -2.797 -0.652
H -0.900 -2.027 0.776
H 1.775 -2.524 -1.359
H 0.980 1.165 1.442
H -0.207 0.035 1.453
H 1.301 -0.556 1.687
H -0.279 3.328 1.844
H -1.630 3.036 1.437
O -0.924 2.570 1.830
```

Output
- E_tot (eV) = -9952.066
- charge = +1
- gap between HOMO and LUMO (hartree) = 0.41724
- spin multiplicity = 1

=====

Entry 3:
# C4H14NO3

A cluster of 3 separate species, C4H14NO3 in total in a non-equilibrium geometry (wB97M-V/def2-TZVPD, the Open Molecules 2025 dataset).

```
22
Properties=species:S:1:pos:R:3
C 0.337 -0.539 0.929
N -0.442 -1.706 0.469
C 0.265 -2.429 -0.599
O 0.098 -1.869 -1.844
C -0.502 0.438 1.763
C -1.555 1.141 0.884
H 0.748 0.036 0.091
H 1.219 -0.900 1.452
H -1.328 -1.346 0.145
H -0.075 -3.478 -0.620
H 1.325 -2.422 -0.251
H -0.993 -0.096 2.587
H 0.164 1.138 2.280
H -0.993 1.760 0.184
H -2.172 1.877 1.404
H -2.128 0.335 0.450
H 0.781 1.963 -0.965
H 0.356 3.370 -1.337
O 0.849 2.889 -0.659
H 0.674 -0.617 -1.964
H 2.165 0.138 -2.189
O 1.205 0.317 -2.209
```

Output
- E_tot (eV) = -12008.236
- charge = -1
- gap between HOMO and LUMO (hartree) = 0.27356
- spin multiplicity = 1

=====

Entry 4:
# C4H14NO3

A cluster of 3 separate species, C4H14NO3 in total in a non-equilibrium geometry (wB97M-V/def2-TZVPD, the Open Molecules 2025 dataset).

```
22
Properties=species:S:1:pos:R:3
C -1.166 -0.823 -0.669
N -1.848 -0.712 0.628
C -1.891 0.731 1.088
O -0.889 0.998 2.010
C -0.060 -1.925 -0.688
C 1.314 -1.399 -0.334
H -0.702 0.112 -1.026
H -1.895 -1.217 -1.411
H -1.097 -1.024 1.246
H -2.852 0.793 1.621
H -1.754 1.460 0.274
H -0.298 -2.818 -0.086
H -0.067 -2.190 -1.772
H 1.548 -1.431 0.738
H 1.352 -0.322 -0.524
H 2.073 -2.010 -0.821
H 2.928 1.262 -1.070
H 1.712 2.024 -0.551
O 2.272 1.873 -1.450
H -0.058 1.274 1.457
H 0.691 3.131 0.833
O 0.689 2.212 0.509
```

Output
- E_tot (eV) = -12007.945
- charge = -1
- gap between HOMO and LUMO (hartree) = 0.31698
- spin multiplicity = 1

=====

Entry 5:
# C4H14NO3

A cluster of 4 separate species, C4H14NO3 in total in a non-equilibrium geometry (wB97M-V/def2-TZVPD, the Open Molecules 2025 dataset).

```
22
Properties=species:S:1:pos:R:3
C -1.280 0.347 1.340
C -0.627 -0.375 0.259
C -0.719 -1.760 0.163
C 0.361 0.598 -1.734
N 0.227 0.557 -0.433
H -1.053 1.421 1.519
H -2.388 0.394 1.311
H -1.138 -0.104 2.282
H -0.323 -2.354 -0.655
H -1.184 -2.444 0.698
H 1.208 1.191 -2.084
H -0.018 -0.101 -2.562
H 0.627 1.417 0.135
H 2.276 -5.418 2.053
H 0.797 -5.139 2.389
O 1.605 -4.774 2.205
H -1.701 2.907 -1.970
H -1.644 2.156 -3.433
O -1.581 2.058 -2.552
H 1.297 3.674 1.122
H 2.407 3.441 0.193
O 1.581 2.992 0.581
```

Output
- E_tot (eV) = -11998.294
- charge = +1
- gap between HOMO and LUMO (hartree) = 0.33068
- spin multiplicity = 1

=====

Entry 6:
# C4H14NO5S

A cluster of 4 separate species, C4H14NO5S in total in a non-equilibrium geometry (wB97M-V/def2-TZVPD, the Open Molecules 2025 dataset).

```
25
Properties=species:S:1:pos:R:3
O -1.726 -0.049 0.638
C -0.597 0.337 0.606
N -0.047 1.409 0.024
C 1.415 1.708 -0.138
O 2.002 0.612 -0.569
C 0.344 -0.791 1.351
C -0.322 -2.150 1.545
S 0.799 -3.211 2.612
H -0.716 2.044 -0.330
H 1.715 2.460 -0.868
H 1.536 2.231 0.831
H 1.254 -0.891 0.686
H 0.833 -0.454 2.215
H -1.231 -2.044 2.299
H -0.508 -2.803 0.691
H 1.828 -2.901 1.823
H -2.651 1.503 0.198
H -2.659 2.000 -1.208
O -2.618 2.377 -0.375
H -0.447 1.486 -3.808
H -1.524 1.661 -2.837
O -1.308 1.859 -3.653
H 1.503 0.651 -2.047
H 1.995 0.058 -3.584
O 1.347 0.438 -3.068
```

Output
- E_tot (eV) = -26937.705
- charge = -1
- gap between HOMO and LUMO (hartree) = 0.27070
- spin multiplicity = 1

=====

Entry 7:
# C4H14NOS

A cluster of 3 separate species, C4H14NOS in total in a non-equilibrium geometry (wB97M-V/def2-TZVPD, the Open Molecules 2025 dataset).

```
21
Properties=species:S:1:pos:R:3
C -1.513 -1.476 0.178
C -0.428 -0.450 -0.125
C 1.065 -0.912 0.446
C 2.289 -0.332 -0.340
S 1.663 -0.175 -2.031
N -0.660 0.900 0.392
H -1.627 -1.693 1.259
H -2.458 -1.127 -0.242
H -1.126 -2.402 -0.274
H -0.042 -0.410 -1.376
H 1.063 -2.016 0.405
H 1.184 -0.680 1.519
H 2.454 0.652 0.103
H 3.209 -0.913 -0.325
H -0.953 -0.106 -1.576
H -1.076 0.992 1.317
H 2.654 0.576 -2.614
H -1.135 1.503 -0.266
H -3.890 2.284 2.600
H -3.362 1.686 3.887
O -3.060 2.068 3.049
```

Output
- E_tot (eV) = -18736.809
- charge = +1
- gap between HOMO and LUMO (hartree) = 0.29424
- spin multiplicity = 1

=====

Entry 8:
# C4H14NOS

A cluster of 2 separate species, C4H14NOS in total in a non-equilibrium geometry (wB97M-V/def2-TZVPD, the Open Molecules 2025 dataset).

```
21
Properties=species:S:1:pos:R:3
C 0.017 1.270 -0.249
C 0.081 0.418 -1.564
C -0.496 -0.960 -1.513
S 0.094 -1.804 0.073
C 1.739 -2.236 -0.402
N -1.183 0.890 0.588
H 0.923 0.965 0.312
H -0.155 2.361 -0.330
H 1.198 0.518 -1.629
H -0.379 0.846 -2.482
H -0.129 -1.426 -2.439
H -1.565 -1.314 -1.310
H 2.319 -2.715 0.397
H 2.509 -1.468 -0.643
H 1.716 -2.772 -1.364
H -2.009 1.106 -0.012
H -0.977 -0.151 0.395
H -1.441 1.300 1.559
H -0.353 2.458 3.493
H -1.190 1.112 3.895
O -0.720 1.603 3.224
```

Output
- E_tot (eV) = -18739.981
- charge = +1
- gap between HOMO and LUMO (hartree) = 0.35851
- spin multiplicity = 1